Arrangement P

The following is a quantum chemistry calculation of the ion C4H11NO2 with charge +1, from OMol25.

total charge = +1
highest occupied orbital energy (alpha / beta) = -15.212 / -15.136 eV
expectation value of S² = 0.76
2S+1 = 2
frontier orbital gap (alpha / beta) = 11.846 / 6.138 eV

Geometry (Å):
O 2.220 -0.051 -1.713
O -0.790 1.465 0.978
N -0.922 -0.732 -1.148
C -1.376 -0.891 1.747
C -0.390 0.079 1.182
C 1.265 0.482 -0.729
C 0.179 -0.511 -0.239
H -1.767 1.423 0.800
H -1.092 -1.721 2.295
H 1.818 0.617 0.178
H 0.817 1.347 -1.122
H 0.726 -1.475 -0.171
H 0.575 0.224 1.725
H -0.579 -0.543 -2.077
H -1.704 -0.101 -0.927
H 2.488 0.675 -2.289
H -2.148 -1.341 1.217
H -2.188 -0.244 2.517

Arrangement Q

The following is a quantum chemistry calculation of a cluster of 2 separate species, C4H11NO2 in total, from OMol25.

total charge = +1
highest occupied orbital energy (alpha / beta) = -15.083 / -14.841 eV
expectation value of S² = 0.76
2S+1 = 2
frontier orbital gap (alpha / beta) = 11.420 / 6.741 eV

Geometry (Å):
O -1.807 -1.665 1.077
O 0.433 1.855 2.082
N 1.456 0.509 -0.718
C 0.350 1.206 -0.185
C 1.399 -0.970 -0.784
C -1.090 0.795 -0.636
C 0.454 0.915 1.370
H -1.381 0.420 -1.618
H 0.626 -0.114 1.724
H 0.594 -1.440 -0.220
H -1.206 -1.645 1.830
H -2.307 -2.473 0.914
H -1.676 1.750 -0.652
H 0.470 2.268 -0.422
H 2.381 -1.334 -0.559
H -1.512 0.281 0.211
H 1.771 0.876 -1.617
H 1.045 -1.234 -1.798

Last place for stability: arrangement P